The following is a quantum chemistry calculation of a cluster of 2 separate species, C15H24N3O4 in total, from the OMol25 dataset.

Its total energy is -1050.94352 hartree. As for the HOMO energy: -12.8 eV. Its total charge is +1.

Each atom is followed by the atoms it is bonded to, with distances in Å.
Element x y z (Å)
1 C 1.01 -3.76 1.50  C2 1.497, H20 1.090, H21 1.083, H22 1.084
2 C 0.81 -3.08 0.18  C1 1.497, O3 1.195, O4 1.374
3 O -0.27 -2.80 -0.24  C2 1.195
4 O 1.94 -2.74 -0.53  C2 1.374, C5 1.441
5 C 2.40 -1.44 -0.11  O4 1.441, C6 1.534, H23 1.087, H24 1.092
6 C 2.17 -0.43 -1.24  C5 1.534, C7 1.548, H25 1.085, H26 1.081
7 C 1.29 0.77 -0.81  C6 1.548, C8 1.479, H27 1.087, H28 1.081
8 C 1.70 1.31 0.51  C7 1.479, N9 1.342, N12 1.337
9 N 2.87 1.93 0.72  C8 1.342, C10 1.377, H29 1.008
10 C 2.98 2.27 2.05  N9 1.377, C11 1.356, H30 1.072
11 C 1.84 1.85 2.65  C10 1.356, N12 1.393, H31 1.071
12 N 1.05 1.26 1.67  C8 1.337, C11 1.393, C13 1.473
13 C -0.25 0.64 1.99  N12 1.473, C14 1.532, H32 1.088, H33 1.084
14 C -1.43 1.10 1.12  C13 1.532, C15 1.544, H34 1.087, H35 1.084
15 C -2.44 -0.05 0.99  C14 1.544, C16 1.531, H36 1.085, H37 1.090
16 C -3.90 0.40 0.92  C15 1.531, O17 1.442, H38 1.086, H39 1.087
17 O -4.42 0.14 -0.40  C16 1.442, C18 1.358
18 C -5.50 -0.68 -0.42  O17 1.358, O19 1.187, H40 1.094
19 O -6.56 -0.36 0.00  C18 1.187
20 H 1.44 -3.06 2.21  C1 1.090
21 H 0.03 -4.03 1.87  C1 1.083
22 H 1.65 -4.63 1.42  C1 1.084
23 H 3.46 -1.49 0.11  C5 1.087
24 H 1.88 -1.18 0.81  C5 1.092
25 H 3.12 -0.05 -1.60  C6 1.085
26 H 1.67 -0.91 -2.07  C6 1.081
27 H 1.44 1.56 -1.54  C7 1.087
28 H 0.25 0.45 -0.83  C7 1.081
29 H 3.57 2.12 0.02  N9 1.008
30 H 3.82 2.76 2.51  C10 1.072
31 H 1.53 1.92 3.68  C11 1.071
32 H -0.15 -0.44 1.99  C13 1.088
33 H -0.48 0.92 3.01  C13 1.084
34 H -1.94 1.93 1.61  C14 1.087
35 H -1.12 1.46 0.15  C14 1.084
36 H -2.19 -0.70 0.16  C15 1.085
37 H -2.34 -0.64 1.91  C15 1.090
38 H -4.05 1.44 1.20  C16 1.086
39 H -4.48 -0.20 1.62  C16 1.087
40 H -5.37 -1.68 -0.85  C18 1.094
41 C 0.05 1.41 -4.85  C42 1.458, H44 1.088, H45 1.088, H46 1.089
42 C 1.37 1.23 -4.26  C41 1.458, N43 1.145
43 N 2.41 1.09 -3.80  C42 1.145
44 H 0.14 2.00 -5.76  C41 1.088
45 H -0.38 0.44 -5.10  C41 1.088
46 H -0.60 1.93 -4.16  C41 1.089

Need the Löwdin charges? In units of e they are: atom 1 (C): 0.029, atom 2 (C): -0.533, atom 3 (O): 0.136, atom 4 (O): -0.019, atom 5 (C): -0.150, atom 6 (C): -0.139, atom 7 (C): -0.085, atom 8 (C): -0.216, atom 9 (N): 0.171, atom 10 (C): -0.015, atom 11 (C): 0.008, atom 12 (N): 0.012, atom 13 (C): -0.093, atom 14 (C): -0.154, atom 15 (C): -0.145, atom 16 (C): -0.155, atom 17 (O): -0.051, atom 18 (C): -0.342, atom 19 (O): 0.123, atom 20 (H): 0.088, atom 21 (H): 0.092, atom 22 (H): 0.098, atom 23 (H): 0.133, atom 24 (H): 0.104, atom 25 (H): 0.095, atom 26 (H): 0.116, atom 27 (H): 0.105, atom 28 (H): 0.113, atom 29 (H): 0.189, atom 30 (H): 0.133, atom 31 (H): 0.135, atom 32 (H): 0.122, atom 33 (H): 0.133, atom 34 (H): 0.115, atom 35 (H): 0.101, atom 36 (H): 0.115, atom 37 (H): 0.114, atom 38 (H): 0.127, atom 39 (H): 0.123, atom 40 (H): 0.148, atom 41 (C): -0.048, atom 42 (C): -0.254, atom 43 (N): 0.156, atom 44 (H): 0.091, atom 45 (H): 0.090, atom 46 (H): 0.084